[1]
74
Properties=species:S:1:pos:R:3:forces:R:3:mulliken_charge:R:1 method="wB97M-V/def2-TZVPD" e_lumo_ev=1.911 gap_ev=6.64 charge=-1
K -0.34514 -1.31204 1.17526 0.0 0.3 0.0 1.24
C 0.31343 -3.86531 -2.59839 0.1 0.0 0.0 -1.68
C -0.44295 -2.69306 -2.04826 0.0 0.2 0.0 0.14
N -1.01368 -2.66697 -0.90185 0.2 -0.8 -0.1 0.36
N -0.76367 -3.75356 -0.09032 -0.3 0.2 -0.4 -0.89
C -1.65374 -3.93037 0.87579 0.0 -0.1 0.2 0.12
N -1.23330 -4.85045 1.80697 -0.1 0.0 0.0 -0.27
S -3.16676 -3.17344 1.14339 0.2 0.0 0.0 -0.45
C -0.44629 -1.41427 -2.80945 -0.1 -0.1 0.1 0.82
C 0.40374 -1.23336 -3.90422 0.0 0.1 0.0 -0.58
C 0.46853 0.01019 -4.51110 0.0 0.0 0.0 -0.65
C -0.32381 1.03713 -4.02565 0.0 0.1 0.0 -0.63
C -1.16992 0.75456 -2.95930 0.1 0.0 0.0 -0.16
N -1.23332 -0.42679 -2.36345 0.0 0.1 -0.1 -0.12
H 0.05523 -4.75726 -2.03562 0.0 0.0 0.0 0.41
H 1.39465 -3.71701 -2.50595 0.0 0.0 0.0 0.26
H 0.09372 -4.01752 -3.65671 0.0 0.0 0.0 0.43
H -0.45948 -5.43753 1.54280 0.0 0.0 0.0 0.22
H -1.93473 -5.21683 2.42421 0.0 0.0 0.0 0.22
H 1.02512 -2.04336 -4.25683 0.0 0.0 0.0 0.33
H 1.13770 0.17368 -5.34699 0.0 0.0 0.0 0.41
H -0.30326 2.02972 -4.45567 0.0 0.0 0.0 0.43
H -1.81934 1.52570 -2.55214 0.0 0.0 0.0 0.39
C -4.81689 -0.00365 0.43325 0.1 0.0 0.0 -1.53
As -2.90374 0.39377 0.56448 -0.3 0.4 0.0 0.79
C -2.89295 0.73461 2.51433 0.0 0.0 -0.1 -0.86
C -2.97999 2.29233 -0.04067 0.0 -0.1 0.0 -0.14
C -4.14610 2.84570 -0.57138 0.0 0.0 0.0 -0.40
C -4.17375 4.14483 -1.05775 -0.1 0.0 0.0 -0.77
C -3.03246 4.92802 -1.01420 0.1 0.1 0.0 -0.77
C -1.86401 4.39331 -0.49269 0.0 0.0 0.0 -0.65
C -1.82257 3.08507 -0.01982 0.1 0.0 0.1 -0.39
As -0.14570 2.30440 0.64431 0.0 -0.3 0.0 1.13
C 0.01922 3.33513 2.29845 0.0 0.0 -0.1 -1.21
C 1.12373 3.30811 -0.46876 -0.1 0.0 0.1 -1.37
H -5.42476 0.73829 0.95191 0.0 0.0 0.0 0.44
H -4.96028 -0.98704 0.87586 0.0 0.0 0.0 0.34
H -5.10010 -0.05830 -0.61785 0.0 0.0 0.0 0.36
H -3.49144 1.60947 2.76859 0.0 0.0 0.0 0.36
H -1.87273 0.86422 2.87872 0.0 0.0 0.0 0.06
H -3.30154 -0.15718 2.99113 0.0 0.0 0.0 0.43
H -5.05364 2.25841 -0.61386 0.0 0.0 0.0 0.34
H -5.09328 4.54331 -1.47043 0.0 0.0 0.0 0.38
H -3.04686 5.94577 -1.38520 0.0 0.0 0.0 0.38
H -0.96680 5.00111 -0.46046 0.0 0.0 0.0 0.27
H -0.10253 4.39994 2.09761 0.0 0.0 0.0 0.45
H 0.99913 3.12188 2.72209 0.0 0.0 0.0 0.34
H -0.74598 2.99635 2.99417 0.0 0.0 0.0 0.31
H 1.20387 4.35266 -0.16679 0.0 0.0 0.0 0.49
H 0.79616 3.25297 -1.50759 0.0 0.0 0.0 0.41
H 2.09628 2.82860 -0.36463 0.0 0.0 0.0 0.24
Cl 3.22270 1.38494 1.99620 -0.1 -0.3 0.1 -0.24
C 2.70599 -0.09002 2.90851 0.3 0.5 -0.3 0.85
C 1.37158 -0.27970 3.12194 -0.2 0.2 0.1 -1.32
C 1.06617 -1.41551 3.81919 -0.4 -0.3 0.3 1.44
Cl -0.67572 -1.81059 4.11465 0.5 0.1 0.1 -0.16
C 1.99734 -2.33947 4.28629 0.1 0.0 0.0 -0.55
Cl 1.54122 -3.75186 5.17421 0.0 0.0 0.0 -0.21
C 3.34611 -2.09325 4.02686 0.0 0.0 0.0 0.60
Cl 4.55151 -3.20454 4.57378 0.0 0.0 0.0 -0.23
C 3.71617 -0.94491 3.32375 0.0 -0.1 0.1 -0.84
Cl 5.39218 -0.65247 2.99176 0.0 0.0 0.0 -0.16
N 6.71307 0.11801 -2.55422 0.0 0.0 0.0 -0.55
C 5.71854 -0.14872 -2.04477 0.0 0.0 0.0 -0.21
C 4.46595 -0.49264 -1.42171 0.1 0.0 -0.1 0.62
C 3.30823 0.19538 -1.76058 -0.1 -0.1 0.1 -0.78
C 2.13047 -0.17716 -1.13090 0.1 0.1 -0.1 -0.49
N 2.05966 -1.15725 -0.23788 0.0 0.0 0.0 1.07
C 3.17511 -1.80966 0.07226 0.1 0.0 0.0 -1.21
C 4.40979 -1.51620 -0.48323 -0.1 0.0 0.0 -0.58
H 3.31593 0.99825 -2.48351 0.0 0.0 0.0 0.59
H 1.20830 0.35028 -1.34871 0.0 0.0 0.0 0.45
H 3.08240 -2.59901 0.80989 0.0 0.0 0.0 0.50
H 5.29428 -2.05783 -0.18310 0.0 0.0 0.0 0.57


[2]
20
Properties=species:S:1:pos:R:3:forces:R:3:mulliken_charge:R:1 method="wB97M-V/def2-TZVPD" e_lumo_ev=3.562 gap_ev=8.97 charge=-1
C -0.06667 1.53093 0.91000 1.9 1.1 0.7 -1.16
C 0.60532 0.45258 0.10753 2.7 0.9 -1.9 0.51
O 1.79058 0.51555 -0.25691 -1.8 1.3 1.2 -0.61
C -0.10204 -0.72751 -0.41100 -1.7 0.0 0.9 -0.20
C 0.75677 -1.66487 -1.15707 0.4 -1.1 -0.9 -0.53
C 0.40750 -2.03303 0.21598 -1.4 1.4 0.8 0.44
C -0.70217 -2.90005 0.61137 -1.8 -2.8 -2.6 0.49
F -1.18976 -2.69704 1.79242 -0.5 0.1 1.2 -0.20
F -1.84916 -2.83442 -0.22523 0.7 0.8 0.0 -0.37
F -0.39550 -4.21764 0.42716 0.1 0.2 0.5 -0.29
S 1.39025 -1.87820 1.69417 3.4 -1.0 -0.3 1.25
O 2.74297 -1.54660 1.20964 -1.3 0.0 0.8 -0.70
O 0.73841 -0.87916 2.53251 0.2 -0.2 -0.3 -0.68
O 1.29404 -3.26080 2.14288 0.2 0.4 0.8 -0.73
H 0.56375 2.51712 0.81044 -1.2 -1.9 0.2 0.28
H 0.02685 1.14602 1.97124 -0.6 0.6 -1.1 0.24
H -1.07346 1.71937 0.55145 -0.3 -0.1 0.3 0.35
H -1.21960 -0.71791 -0.45067 1.2 0.1 -0.5 0.36
H 0.38932 -2.21276 -2.01797 -0.2 -0.1 0.3 0.32
H 1.80359 -1.38916 -1.20750 -0.2 0.2 -0.2 0.24


[3]
16
Properties=species:S:1:pos:R:3:forces:R:3:mulliken_charge:R:1 method="wB97M-V/def2-TZVPD" e_lumo_ev=0.499 gap_ev=8.97
C 2.83284 0.23718 0.38606 -2.0 -2.6 1.4 -0.78
C 1.79794 0.17107 -0.40618 -1.8 -0.4 4.9 -0.13
C 0.03029 -1.07912 -0.47799 -3.4 -4.5 -2.7 0.08
C -1.24579 -1.35049 -0.38180 -5.4 0.0 -0.4 -0.48
C -1.78703 0.86278 0.29984 1.1 3.4 2.0 0.19
H 3.61730 0.69968 -0.00165 3.8 1.8 -1.1 0.39
H 2.83643 -0.35919 1.33686 0.1 1.0 -1.0 0.24
H 1.46475 0.69021 -1.22368 -0.2 1.0 -2.3 0.47
H 0.55668 -1.63745 -1.18318 1.3 -0.7 -1.4 0.42
H -2.06106 -1.90680 -1.07696 3.0 0.9 1.5 0.25
H -2.20390 -0.74118 1.80156 1.1 1.2 -5.5 0.34
H -2.04847 1.33297 1.40116 0.3 0.1 -3.1 0.20
H -1.24253 2.42570 -0.53655 0.2 -0.8 -0.5 0.22
N -1.95609 -0.42166 0.49449 -1.0 -4.4 4.4 -0.43
N -1.20557 1.40634 -0.75047 -1.7 0.7 2.4 -0.68
O 0.61421 -0.33003 0.31849 4.6 3.3 1.5 -0.30


[4]
16
Properties=species:S:1:pos:R:3:forces:R:3:mulliken_charge:R:1 method="wB97M-V/def2-TZVPD" e_lumo_ev="-5.830 / -5.829" gap_ev="7.04 / 7.04" charge=+1
C -0.73901 -1.14605 -1.67175 -0.3 -2.8 4.1 -0.41
N 0.37942 -0.46212 -2.07357 1.7 2.8 0.4 -0.10
C 0.89364 0.71228 -1.50176 -1.6 -1.6 0.8 -0.02
N 0.56515 1.17068 -0.28185 1.7 2.1 -3.6 -0.05
C 0.06581 0.47781 0.76836 0.9 0.9 1.5 0.36
C 0.42516 1.07659 2.08954 -0.5 1.3 1.1 0.20
S 0.96323 2.63022 2.23613 -0.1 -1.1 -0.4 -0.29
S 0.00747 0.11093 3.47552 0.1 -0.2 -1.4 -0.06
S -0.78802 -1.59036 2.22581 2.1 0.0 -0.3 0.37
O -2.17952 -1.69750 2.49834 -2.0 -0.2 0.2 -0.43
C -0.52925 -0.65871 0.70569 -1.8 -2.5 -2.3 -0.14
H -0.70542 -2.27294 -1.68077 0.8 1.2 -0.1 0.33
H -1.76316 -0.94691 -1.87031 -0.6 1.6 0.0 0.30
H 0.82407 -0.86005 -2.91068 0.3 0.5 0.6 0.31
H 1.68263 1.27117 -1.99456 -0.3 -0.2 -0.5 0.38
H 0.89779 2.18495 -0.01414 -0.3 -2.0 -0.1 0.23


[5]
9
Properties=species:S:1:pos:R:3:forces:R:3:mulliken_charge:R:1 method="wB97M-V/def2-TZVPD" e_lumo_ev=1.048 gap_ev=10.89
H -1.91329 1.65697 1.25651 1.6 -0.6 -0.2 0.23
N -1.32370 0.97044 0.74834 0.3 -0.3 -0.6 -0.62
C -0.06433 0.85283 0.80006 0.6 1.1 1.8 0.32
O 0.71457 0.00454 0.10343 1.5 -1.0 -0.2 -0.39
C 0.46042 -1.05535 -0.89860 1.9 1.2 0.1 -0.58
H 0.76268 1.41239 1.51921 -2.4 -1.0 -1.7 0.26
H -0.56997 -1.12789 -0.91356 -2.1 -0.8 -0.5 0.37
H 1.03704 -2.02539 -0.77049 -0.9 1.3 1.0 0.21
H 0.89658 -0.68855 -1.84490 -0.6 0.2 0.3 0.21


[6]
9
Properties=species:S:1:pos:R:3:forces:R:3:mulliken_charge:R:1 method="wB97M-V/def2-TZVPD" e_lumo_ev=-1.011 gap_ev=8.46
N 0.19427 0.84523 -0.22871 1.4 2.1 -0.4 -0.54
Si 1.81758 1.10061 -0.30261 0.7 -0.3 0.6 0.37
H -0.28234 1.66983 -0.67293 0.1 -1.4 0.1 0.22
H 2.80023 1.91249 -1.25975 -1.4 -0.6 0.9 -0.03
H 2.68918 0.47142 0.80626 -0.7 0.2 -1.0 -0.03
O -2.95164 -2.56289 0.44606 1.4 2.1 0.4 -0.32
N -2.41336 -1.51058 0.70432 -0.6 -1.3 -0.3 0.13
O -1.17498 -1.42157 0.15423 0.7 0.6 0.3 -0.38
H -0.67893 -0.50453 0.35314 -1.5 -1.4 -0.5 0.59


Listing energy relative to the best compared isomer or geometry (same formula, charge and spin) for the structures above in their given order: 0.0924, 0.0000, 6.3303, 3.4251, 2.3978, 2.4644 eV.